1.
{"formula": "C7H10", "method": "ωB97M-V/def2-TZVPD", "gap_ev": 9.8, "smiles": "C1=C2[C@H]3C[C@H]3[C@H]2C1.[H][H]", "fmax_ev_per_a": 0.33, "total_energy_ev": -7415.591, "total_charge": 0, "elements": ["C", "C", "C", "C", "C", "C", "C", "H", "H", "H", "H", "H", "H", "H", "H", "H", "H"], "xyz": [[0.297, -1.560, -0.133], [-0.267, -0.629, 0.662], [-0.108, 0.791, 1.184], [0.395, 1.573, 0.000], [-1.058, 1.210, 0.043], [-1.368, -0.281, -0.269], [-0.683, -1.269, -1.273], [1.221, -2.131, -0.105], [-0.046, 1.159, 2.203], [0.598, 2.626, 0.185], [1.076, 1.106, -0.708], [-1.818, 1.986, 0.072], [-2.385, -0.547, 0.031], [-0.171, -0.746, -2.091], [-1.301, -2.071, -1.694], [2.771, -0.676, 0.583], [2.848, -0.541, 1.309]]}

***

2.
{"formula": "C7H10", "method": "ωB97M-V/def2-TZVPD", "gap_ev": 10.6, "smiles": "C[C@@]12CC[C@H]3[C@@H]1[C@H]32", "fmax_ev_per_a": 0.33, "total_energy_ev": -7419.262, "total_charge": 0, "elements": ["C", "C", "C", "C", "C", "C", "C", "H", "H", "H", "H", "H", "H", "H", "H", "H", "H"], "xyz": [[-1.320, -1.587, -0.134], [-0.337, -0.453, -0.024], [-0.602, 0.726, 0.919], [0.595, 1.644, 0.599], [1.426, 0.753, -0.316], [1.137, -0.702, -0.104], [0.483, 0.008, -1.207], [-0.977, -2.336, -0.857], [-1.445, -2.085, 0.835], [-2.303, -1.227, -0.456], [-0.628, 0.411, 1.970], [-1.555, 1.215, 0.687], [1.152, 1.989, 1.474], [0.234, 2.504, 0.025], [2.422, 1.042, -0.642], [1.752, -1.588, -0.061], [0.401, -0.121, -2.275]]}

***

3.
{"formula": "C7H10", "method": "ωB97M-V/def2-TZVPD", "gap_ev": 9.8, "smiles": "C[C@@H]1[C@@H]2C=CC[C@H]12", "fmax_ev_per_a": 3.03, "total_energy_ev": -7418.260, "total_charge": 0, "elements": ["C", "C", "C", "C", "C", "C", "C", "H", "H", "H", "H", "H", "H", "H", "H", "H", "H"], "xyz": [[-1.645, 0.585, 0.082], [-0.985, -0.724, -0.335], [0.255, -1.204, 0.605], [0.652, 0.009, 1.368], [1.294, 0.844, 0.537], [1.354, 0.328, -0.896], [0.426, -0.876, -0.835], [-2.735, 0.560, -0.054], [-1.403, 0.807, 1.233], [-1.231, 1.484, -0.386], [-1.675, -1.533, -0.580], [0.337, -2.216, 1.007], [-0.185, 0.471, 2.018], [1.446, 1.896, 0.763], [1.006, 1.113, -1.583], [2.341, 0.008, -1.246], [0.578, -1.694, -1.530]]}

***

4.
{"formula": "C7H10", "method": "ωB97M-V/def2-TZVPD", "gap_ev": 9.2, "smiles": "C=C/C=C/CC=C", "fmax_ev_per_a": 3.87, "total_energy_ev": -7417.603, "total_charge": 0, "elements": ["C", "C", "C", "C", "C", "C", "C", "H", "H", "H", "H", "H", "H", "H", "H", "H", "H"], "xyz": [[-2.200, -2.057, 0.897], [-2.313, -0.808, 1.322], [-1.157, 0.177, 1.024], [-0.322, 0.089, -0.003], [0.495, 1.137, -0.581], [1.694, 0.836, -1.479], [2.933, 0.526, -1.005], [-1.503, -2.342, 0.096], [-2.951, -2.895, 1.099], [-3.004, -0.466, 2.118], [-1.040, 1.037, 1.616], [0.010, -0.917, -0.245], [1.119, 1.708, 0.184], [-0.155, 1.913, -1.111], [1.628, 1.176, -2.463], [3.819, 0.456, -1.557], [2.946, 0.431, 0.088]]}

***

5.
{"formula": "C7H10", "method": "ωB97M-V/def2-TZVPD", "gap_ev": 8.0, "smiles": "C=CC(C=C)=CC", "fmax_ev_per_a": 2.60, "total_energy_ev": -7416.481, "total_charge": 0, "elements": ["C", "C", "C", "C", "C", "C", "C", "H", "H", "H", "H", "H", "H", "H", "H", "H", "H"], "xyz": [[1.710, 1.043, -1.817], [1.711, 0.359, -0.659], [0.467, 0.022, 0.107], [0.147, 0.666, 1.337], [-1.113, 1.072, 1.632], [-0.445, -0.739, -0.593], [-1.125, -1.879, 0.154], [1.062, 1.868, -2.065], [2.285, 0.714, -2.680], [2.636, -0.152, -0.401], [0.822, 1.095, 2.083], [-1.368, 1.644, 2.518], [-1.826, 1.337, 0.842], [-0.965, -0.578, -1.540], [-1.237, -1.637, 1.219], [-2.171, -2.011, -0.155], [-0.589, -2.825, 0.018]]}

***

6.
{"formula": "C7H10", "method": "ωB97M-V/def2-TZVPD", "gap_ev": [7.4, 7.6], "fmax_ev_per_a": 0.29, "total_energy_ev": -7415.885, "total_charge": 0, "elements": ["C", "C", "C", "C", "C", "C", "C", "H", "H", "H", "H", "H", "H", "H", "H", "H", "H"], "xyz": [[1.080, 1.350, -0.539], [0.096, 1.250, -1.674], [-0.007, 0.311, -0.502], [-0.680, 0.402, 1.301], [-0.071, -0.823, 1.580], [-0.530, -1.861, 0.621], [-0.069, -1.087, -0.584], [1.019, 2.214, 0.118], [2.092, 0.985, -0.706], [-0.662, 2.028, -1.745], [0.438, 0.881, -2.640], [-0.330, 1.300, 1.806], [-1.758, 0.406, 1.123], [0.909, -0.884, 2.043], [-1.618, -2.043, 0.624], [-0.021, -2.828, 0.707], [0.114, -1.599, -1.532]]}

***

Number 6 is which compound? C7H10